No. 1
This record from the Open Molecules 2025 dataset describes a structure of composition C28H27NO4 in a non-equilibrium geometry. The level of theory is ωB97M-V with the def2-TZVPD basis set.

Values from the calculation:
**ΔE to the lowest compared entry with this formula, charge and spin**: 5.0866 eV
**Spin multiplicity**: 1
**HOMO-LUMO gap**: 7.3 eV

```
60
Properties=species:S:1:pos:R:3:mulliken_charge:R:1
C -5.6640 3.6010 1.4827 -0.86
O -5.6058 2.1660 1.3751 -0.44
C -4.3744 1.6047 1.2153 0.83
C -4.3561 0.1939 1.0426 -0.93
C -3.1308 -0.4556 0.9007 -0.35
C -1.9376 0.2730 0.8106 0.45
C -0.7050 -0.3636 0.2922 -0.49
C 0.5705 0.2983 0.5868 -0.73
C 1.7142 -0.3155 1.0592 -0.44
C 2.9894 0.3539 1.2378 0.56
C 4.1887 -0.3928 1.2923 -0.43
C 5.4057 0.2315 1.4277 -0.76
C 5.4648 1.6472 1.4795 0.86
O 6.7072 2.2059 1.4944 -0.44
C 6.8203 3.6560 1.4702 -0.81
C 4.2627 2.4117 1.4709 -0.44
C 3.0611 1.7554 1.3460 -0.94
C -1.9599 1.6390 1.1573 -0.85
C -3.1539 2.3130 1.3217 -0.54
H -6.7370 3.8034 1.5031 0.24
H -5.1878 3.9532 2.4094 0.33
H -5.1945 4.0885 0.6153 0.35
H -5.2812 -0.3537 1.0293 0.49
H -3.1189 -1.5171 0.7138 0.56
H -0.6859 -1.4816 0.4780 0.46
H 0.6287 1.3726 0.3724 0.45
H 1.7236 -1.4118 1.1484 0.62
H 4.1475 -1.4751 1.2674 0.40
H 6.3482 -0.3132 1.4756 0.41
H 7.9039 3.8168 1.4567 0.24
H 6.3578 4.0816 0.5641 0.34
H 6.3746 4.1014 2.3747 0.33
H 4.2952 3.5039 1.5515 0.37
H 2.1337 2.3255 1.3828 0.42
H -1.0372 2.2275 1.1653 0.33
H -3.1796 3.3840 1.5453 0.37
C 3.7164 -0.8363 -2.3949 -1.33
C 2.6991 -1.8050 -1.8558 0.13
O 1.4118 -1.1852 -2.1005 -0.33
C 0.4869 -1.8995 -1.4528 0.21
C -0.8668 -1.1856 -1.4135 -0.10
C -1.9667 -2.0807 -1.7878 0.51
C -2.0720 -3.3828 -1.2317 -0.19
C -3.3092 -4.0150 -1.1205 -0.99
C -4.4489 -3.3954 -1.6656 0.69
C -5.7389 -4.0411 -1.5786 -0.06
N -6.7813 -4.5638 -1.4761 -0.53
C -4.3404 -2.1688 -2.3495 -0.71
C -3.1131 -1.5199 -2.4135 -0.54
O 0.7266 -2.9432 -0.8712 -0.63
H 4.6721 -0.9734 -1.8719 0.34
H 3.8723 -1.0444 -3.4605 0.39
H 3.3962 0.2071 -2.2858 0.29
H 2.7043 -2.7556 -2.4038 0.41
H 2.8865 -2.0032 -0.7779 0.02
H -0.8752 -0.2410 -1.9108 0.73
H -1.2079 -3.8446 -0.7585 0.43
H -3.4185 -5.0036 -0.6520 0.42
H -5.2108 -1.7353 -2.8567 0.42
H -3.0106 -0.5124 -2.8266 0.43
```

=====

No. 2
This record from the Open Molecules 2025 dataset describes a structure of composition C41H49Cl2FeN6O5P2S in a non-equilibrium geometry. The level of theory is ωB97M-V with the def2-TZVPD basis set.

Values from the calculation:
**ΔE to the lowest compared entry with this formula, charge and spin**: 1.1674 eV
**Spin multiplicity**: 6
**HOMO-LUMO gap (alpha / beta)**: 7.2 / 6.9 eV

```
107
Properties=species:S:1:pos:R:3:mulliken_charge:R:1
Fe 0.3298 -0.5594 1.1888 1.84
N -1.8561 0.0526 1.8273 -0.39
C -2.1613 -0.9574 2.8774 0.34
C -0.9653 -1.5864 3.5337 0.08
O -1.1906 -2.0502 4.6398 -0.73
N 0.1682 -1.4933 2.8416 1.39
C 1.3469 -2.0249 3.4405 -0.54
C 2.5365 -1.6759 2.5679 0.07
O 3.7093 -1.9678 2.8265 -0.74
O 2.2335 -0.9275 1.5457 -0.86
H -2.3715 -0.1974 1.0176 0.15
H -2.2039 0.9672 2.1020 0.32
H -2.7361 -0.6354 3.6875 0.57
H -2.7453 -1.7283 2.3589 -0.88
H 1.5460 -1.6629 4.4482 0.42
H 1.2181 -3.0962 3.5446 0.12
C 0.5615 2.2768 -1.9545 -1.80
P 1.3097 0.8272 -1.1373 0.97
C 2.7392 1.5911 -0.3783 -0.10
N 3.8514 1.7507 -1.0421 -0.23
C 4.9481 2.3730 -0.5071 0.20
C 6.1432 2.5042 -1.2374 -0.28
C 7.1699 3.2316 -0.7074 -0.76
C 6.9873 3.7866 0.5949 -0.48
C 5.8545 3.7402 1.3633 -0.82
C 4.7830 2.9825 0.7408 0.05
N 3.6191 2.8070 1.4459 -0.17
C 2.6341 2.1399 0.9553 -0.04
P 1.1109 1.7786 1.9869 0.48
C 0.0589 3.2557 1.6239 -1.10
C 1.5633 2.2408 3.8138 1.99
C 0.3602 1.8119 4.6839 -1.52
C 1.9763 3.7053 4.0442 -1.57
C 2.7518 1.3752 4.2954 -1.84
C 1.8529 -0.2849 -2.5637 2.05
C 2.6515 -1.4378 -2.0179 -1.89
C 2.6876 0.4254 -3.6650 -1.80
C 0.5162 -0.6960 -3.1954 -1.66
H 1.0465 2.6223 -2.9236 0.27
H 0.5803 3.0941 -1.2970 0.62
H -0.4857 2.0843 -2.0920 0.49
H 6.2643 2.1401 -2.2908 0.36
H 8.1002 3.2888 -1.1805 0.48
H 7.8392 4.2270 1.0676 0.37
H 5.6052 4.1418 2.3359 0.47
H 0.5488 4.1912 1.8812 0.43
H -0.9871 3.1114 1.9840 0.38
H -0.1042 3.2743 0.5171 0.27
H -0.6110 2.1679 4.2974 0.27
H 0.4141 2.2397 5.6630 0.53
H 0.3444 0.7085 4.7465 0.23
H 1.1681 4.4365 3.7952 0.35
H 2.8220 3.8724 3.3679 0.23
H 2.4608 3.8507 5.0651 0.45
H 2.7031 0.3587 3.9855 0.22
H 2.9405 1.3935 5.3202 0.59
H 3.6784 1.6562 3.7255 0.24
H 3.6654 -1.0687 -1.8373 0.36
H 2.6670 -2.2105 -2.7580 0.67
H 2.3479 -1.8689 -1.0406 0.12
H 3.4826 1.0547 -3.2169 0.14
H 2.1125 1.0514 -4.2826 0.47
H 3.1018 -0.3120 -4.3309 0.52
H -0.2627 -0.9395 -2.4405 0.10
H 0.7622 -1.6699 -3.6259 0.55
H 0.0811 0.1421 -3.7946 0.36
Cl -4.0859 -7.3244 0.0559 -0.20
C -2.8416 -7.4499 1.3448 0.68
C -2.7406 -8.6114 2.1129 -0.51
C -1.7467 -8.6929 3.0593 -0.44
C -0.8792 -7.6527 3.2481 -0.55
C -0.9279 -6.5143 2.4528 0.29
Cl 0.2393 -5.2446 2.6121 -0.13
C -1.9884 -6.3501 1.5484 -0.69
N -2.0786 -5.1729 0.7552 0.07
C -3.1039 -4.2645 0.8409 0.50
C -4.1722 -4.3591 1.6912 -0.02
C -5.1691 -3.3498 1.6868 -1.00
C -5.0900 -2.2670 0.8455 -0.82
C -4.0420 -2.2449 -0.0751 -0.41
C -3.1201 -3.2339 -0.0813 0.87
C -2.0461 -3.1333 -1.1513 -1.92
C -0.7896 -2.6815 -0.4800 0.84
O 0.0770 -3.4823 -0.0596 -0.87
O -0.7274 -1.3678 -0.3122 -1.20
H -3.4645 -9.4266 1.9318 0.37
H -1.6757 -9.6261 3.6068 0.36
H -0.0787 -7.7829 3.9853 0.38
H -1.1738 -4.7092 0.6358 0.21
H -4.2585 -5.2468 2.2978 0.58
H -6.0350 -3.4651 2.3138 0.39
H -5.8678 -1.5265 0.7991 0.46
H -4.0216 -1.4758 -0.8559 0.35
H -2.3639 -2.3688 -1.8809 0.37
H -1.9019 -4.0675 -1.6124 0.65
S -2.5651 3.8007 -6.5593 -0.35
C -3.4431 5.0793 -7.1956 0.10
N -2.9199 6.3714 -7.2817 -0.12
C -3.5068 7.3624 -8.0142 -0.21
C -4.7242 7.2131 -8.5070 -0.50
C -5.4607 6.0343 -8.2359 -0.15
C -4.7666 5.0046 -7.7370 -0.41
H -2.0050 6.3935 -6.9385 0.21
H -2.8997 8.2235 -8.0393 0.41
H -5.0617 8.0098 -9.1260 0.37
H -6.5354 5.8298 -8.4490 0.33
H -5.3120 4.0900 -7.4628 0.31
```

=====

> Which of these has the highest ΔE to the lowest compared entry with this formula, charge and spin?

C28H27NO4

=====

What did the first record say?
This record from the Open Molecules 2025 dataset describes a structure of composition C28H27NO4 in a non-equilibrium geometry. The level of theory is ωB97M-V with the def2-TZVPD basis set.

Values from the calculation:
**ΔE to the lowest compared entry with this formula, charge and spin**: 5.0866 eV
**Spin multiplicity**: 1
**HOMO-LUMO gap**: 7.3 eV

```
60
Properties=species:S:1:pos:R:3:mulliken_charge:R:1
C -5.6640 3.6010 1.4827 -0.86
O -5.6058 2.1660 1.3751 -0.44
C -4.3744 1.6047 1.2153 0.83
C -4.3561 0.1939 1.0426 -0.93
C -3.1308 -0.4556 0.9007 -0.35
C -1.9376 0.2730 0.8106 0.45
C -0.7050 -0.3636 0.2922 -0.49
C 0.5705 0.2983 0.5868 -0.73
C 1.7142 -0.3155 1.0592 -0.44
C 2.9894 0.3539 1.2378 0.56
C 4.1887 -0.3928 1.2923 -0.43
C 5.4057 0.2315 1.4277 -0.76
C 5.4648 1.6472 1.4795 0.86
O 6.7072 2.2059 1.4944 -0.44
C 6.8203 3.6560 1.4702 -0.81
C 4.2627 2.4117 1.4709 -0.44
C 3.0611 1.7554 1.3460 -0.94
C -1.9599 1.6390 1.1573 -0.85
C -3.1539 2.3130 1.3217 -0.54
H -6.7370 3.8034 1.5031 0.24
H -5.1878 3.9532 2.4094 0.33
H -5.1945 4.0885 0.6153 0.35
H -5.2812 -0.3537 1.0293 0.49
H -3.1189 -1.5171 0.7138 0.56
H -0.6859 -1.4816 0.4780 0.46
H 0.6287 1.3726 0.3724 0.45
H 1.7236 -1.4118 1.1484 0.62
H 4.1475 -1.4751 1.2674 0.40
H 6.3482 -0.3132 1.4756 0.41
H 7.9039 3.8168 1.4567 0.24
H 6.3578 4.0816 0.5641 0.34
H 6.3746 4.1014 2.3747 0.33
H 4.2952 3.5039 1.5515 0.37
H 2.1337 2.3255 1.3828 0.42
H -1.0372 2.2275 1.1653 0.33
H -3.1796 3.3840 1.5453 0.37
C 3.7164 -0.8363 -2.3949 -1.33
C 2.6991 -1.8050 -1.8558 0.13
O 1.4118 -1.1852 -2.1005 -0.33
C 0.4869 -1.8995 -1.4528 0.21
C -0.8668 -1.1856 -1.4135 -0.10
C -1.9667 -2.0807 -1.7878 0.51
C -2.0720 -3.3828 -1.2317 -0.19
C -3.3092 -4.0150 -1.1205 -0.99
C -4.4489 -3.3954 -1.6656 0.69
C -5.7389 -4.0411 -1.5786 -0.06
N -6.7813 -4.5638 -1.4761 -0.53
C -4.3404 -2.1688 -2.3495 -0.71
C -3.1131 -1.5199 -2.4135 -0.54
O 0.7266 -2.9432 -0.8712 -0.63
H 4.6721 -0.9734 -1.8719 0.34
H 3.8723 -1.0444 -3.4605 0.39
H 3.3962 0.2071 -2.2858 0.29
H 2.7043 -2.7556 -2.4038 0.41
H 2.8865 -2.0032 -0.7779 0.02
H -0.8752 -0.2410 -1.9108 0.73
H -1.2079 -3.8446 -0.7585 0.43
H -3.4185 -5.0036 -0.6520 0.42
H -5.2108 -1.7353 -2.8567 0.42
H -3.0106 -0.5124 -2.8266 0.43
```

=====

> Which value of ΔE to the lowest compared entry with this formula, charge and spin does entry 2 give?

1.1674 eV

=====

> Which of these has the highest spin multiplicity?

C41H49Cl2FeN6O5P2S